Entry from the OMol25 dataset: the molecule C5H6O2 (ωB97M-V/def2-TZVPD).

```
13
Properties=species:S:1:pos:R:3
O -0.70635 -0.92360 -0.22233
O 0.60357 -1.06974 -2.11674
C -0.80592 0.59370 1.58948
C 0.15284 -0.15334 0.67292
C -0.41119 -1.23298 -1.49895
C 1.05776 0.70351 -0.09484
C 1.64839 1.05548 -1.08172
H 2.15489 1.28339 -1.99155
H -1.37394 1.33059 1.01477
H -1.50420 -0.11374 2.04481
H -0.25810 1.11369 2.38079
H -1.29598 -1.70710 -1.94556
H 0.73823 -0.87987 1.24891
```

Its SMILES is C#C[C@@H](C)OC=O. The LUMO energy is 0.9 eV. The calculation puts the maximum force at 0.688 eV/Å. As for the energy: -344.51118 hartree. The HOMO-LUMO gap comes out at 10.588 eV. The calculation puts the energy relative to the best compared isomer or geometry (same formula, charge and spin) at 2.469 eV.